(1)
Computed, not measured: C5H3O6V as an isolated structure, with wB97M-V/def2-TZVPD.

```
! RIJCOSX wB97M-V def2-TZVPD def2/J DEFGRID3
* xyz 1 4
O -0.37 1.46 -1.42
C -0.69 0.52 -0.85
V -1.72 0.00 0.51
C -1.07 1.23 1.78
O -0.63 1.93 2.63
C 0.70 -1.43 -1.60
O 0.23 -2.37 -1.11
C 1.92 -0.60 -1.46
O 2.25 0.18 -0.54
C -3.17 0.88 -0.34
O -4.01 1.36 -0.99
H 2.25 -0.81 -2.42
O 1.28 -1.09 1.82
H 1.15 -0.76 2.70
H 1.87 -0.51 1.31
*
```

Summary:
Largest force on an atom, eV Å⁻¹: 8.0
HOMO (spin up / spin down), eV: -12.8 / -13.2
<S²>: 3.79
E_tot, Ha: -1587.3001
ΔE to the lowest compared entry with this formula, charge and spin, eV: 1.100
Orbital gap (spin up / spin down), eV: 6.91 / 7.02

These are the Mulliken partial charges, in e, on atoms 1 to 8: O -0.2496; C 0.4019; V 0.4101; C 0.3564; O -0.2006; C 0.2537; O -0.2742; C 0.1926

=====

(2)
Computed, not measured: C5H4 as an isolated structure, with wB97M-V/def2-TZVPD.

```
! RIJCOSX wB97M-V def2-TZVPD def2/J DEFGRID3
* xyz 0 1
C -1.27 -0.10 0.25
C 0.13 -0.04 -0.27
C 0.85 -0.13 -1.48
C 1.70 0.95 -0.90
C 1.42 0.12 0.23
H -1.36 -0.96 0.94
H -2.01 -0.22 -0.54
H -1.49 0.80 0.83
H 2.04 -0.41 0.94
*
```

Summary:
Largest force on an atom, eV Å⁻¹: 0.5
HOMO, eV: -8.9
E_tot, Ha: -192.6869
ΔE to the lowest compared entry with this formula, charge and spin, eV: 2.917
Orbital gap, eV: 9.51

These are the Mulliken partial charges, in e, on atoms 1 to 8: C -0.9495; C 0.8017; C -0.5027; C -0.4001; C -0.1212; H 0.2812; H 0.3081; H 0.2890

=====

(3)
Computed, not measured: the molecule C5H4, with wB97M-V/def2-TZVPD.

```
! RIJCOSX wB97M-V def2-TZVPD def2/J DEFGRID3
* xyz 0 1
C 0.82 0.24 0.58
C 0.31 -0.83 -0.42
C -0.30 0.45 -0.25
C -1.33 1.17 -0.61
C 1.02 -1.24 0.69
H -2.15 0.55 -0.92
H -1.44 2.22 -0.46
H 1.93 -1.96 0.58
H 0.42 -1.66 1.63
*
```

Summary:
Largest force on an atom, eV Å⁻¹: 6.4
HOMO, eV: -8.0
E_tot, Ha: -192.6622
ΔE to the lowest compared entry with this formula, charge and spin, eV: 3.591
Orbital gap, eV: 7.48
SMILES: C=C1C2=C1C2

These are the Mulliken partial charges, in e, on atoms 1 to 8: C -0.4775; C -0.3775; C 0.8168; C -0.8181; C -0.0153; H 0.2331; H 0.2789; H 0.2232

=====

(4)
Computed, not measured: C5H4 as an isolated structure, with wB97M-V/def2-TZVPD.

```
! RIJCOSX wB97M-V def2-TZVPD def2/J DEFGRID3
* xyz 0 1
C -1.46 0.08 -0.69
C -1.21 -0.14 0.62
C 0.80 0.03 -0.03
C -0.33 0.95 0.27
C -0.16 -1.09 0.16
H 1.17 0.13 -1.14
H 1.81 0.05 0.53
H -0.39 2.07 0.53
H -0.23 -2.09 -0.26
*
```

Summary:
Largest force on an atom, eV Å⁻¹: 3.6
HOMO, eV: -9.0
E_tot, Ha: -192.6311
ΔE to the lowest compared entry with this formula, charge and spin, eV: 4.436
Orbital gap, eV: 8.44

These are the Mulliken partial charges, in e, on atoms 1 to 8: C -0.4568; C 0.2822; C -0.1716; C -0.4138; C -0.4945; H 0.2379; H 0.3189; H 0.3319

=====

(5)
Computed, not measured: a 13-piece molecular cluster, C5H40N3O12 overall, with wB97M-V/def2-TZVPD.

```
! RIJCOSX wB97M-V def2-TZVPD def2/J DEFGRID3
* xyz 1 1
C 0.40 -0.84 -2.48
C 0.39 -2.11 -1.49
C 1.34 -2.13 -0.32
C 1.15 -0.82 0.56
N -0.32 -0.62 0.94
C -0.87 0.11 2.13
N 0.02 1.11 2.72
N -0.96 -0.21 -2.78
H 0.57 -1.32 -3.50
H 1.14 -0.16 -2.18
H 0.40 -3.03 -2.19
H -0.64 -2.11 -0.92
H 1.20 -3.10 0.29
H 2.37 -1.99 -0.70
H 1.43 0.10 -0.25
H 1.81 -0.86 1.47
H -0.88 -0.42 0.13
H -1.08 -0.68 2.94
H -1.83 0.78 2.03
H -0.01 2.11 2.19
H 0.91 0.63 3.01
H -1.70 -0.30 -2.02
H -0.67 0.72 -2.99
H -1.17 -0.63 -3.69
H -2.95 2.54 -0.41
H -3.87 1.44 -0.24
O -2.93 1.60 -0.37
H 5.33 -1.44 1.69
H 3.86 -1.99 1.73
O 4.41 -1.38 1.35
H -2.86 -1.71 -0.21
H -3.28 -2.06 -1.69
O -2.91 -1.34 -1.11
H 3.45 0.91 1.51
H 3.70 0.83 2.96
O 3.36 1.43 2.30
H 2.50 2.88 1.46
H 2.17 4.34 1.76
O 1.91 3.59 1.35
H -3.39 -2.47 2.04
H -4.52 -3.16 1.26
O -3.83 -2.45 1.21
H 0.67 3.60 0.06
H -0.81 3.52 0.34
O -0.18 3.43 -0.37
H 1.02 2.48 -2.31
H -0.47 2.83 -2.54
O 0.33 2.22 -2.88
H -3.46 4.85 0.76
H -2.41 4.80 1.81
O -2.62 4.56 0.94
H -0.19 0.70 -5.93
H -0.27 1.80 -4.75
O -0.63 1.00 -5.09
H 3.46 -4.33 1.67
H 2.23 -3.67 2.06
O 3.15 -3.61 2.11
H -1.33 -3.84 2.02
H -0.90 -2.58 1.30
O -0.71 -3.55 1.28
*
```

Summary:
Largest force on an atom, eV Å⁻¹: 5.0
HOMO, eV: -11.0
E_tot, Ha: -1281.3279
ΔE to the lowest compared entry with this formula, charge and spin, eV: 4.971
Orbital gap, eV: 8.83

These are the Mulliken partial charges, in e, on atoms 1 to 8: C -1.0027; C 0.0959; C -0.8206; C 0.0234; N 0.4509; C -0.6364; N -0.5103; N 0.2582

=====

(6)
Computed, not measured: a 15-piece molecular cluster, C5H40O15 overall, with wB97M-V/def2-TZVPD.

```
! RIJCOSX wB97M-V def2-TZVPD def2/J DEFGRID3
* xyz 0 1
C -2.77 1.14 1.86
O -3.37 2.26 1.15
C -1.46 0.93 1.08
C -0.27 1.71 1.59
C -0.41 3.20 0.90
C 1.16 1.09 1.19
H -3.33 0.15 1.88
H -2.58 1.32 2.98
H -4.25 1.96 0.82
H -1.61 1.36 0.10
H -1.07 -0.09 1.02
H -0.34 1.67 2.84
H -1.22 3.56 1.38
H 0.45 3.82 1.10
H -0.73 3.16 -0.19
H 1.76 1.82 0.62
H 0.96 0.13 0.76
H 1.76 0.94 2.03
H 2.69 -1.45 -1.31
H 3.16 -0.05 -0.93
O 3.16 -0.99 -0.68
H 0.96 -3.05 0.51
H -0.42 -3.77 0.01
O 0.40 -3.33 -0.28
H 2.79 0.52 -3.15
H 3.80 1.44 -3.66
O 3.77 0.71 -3.03
H 2.42 -1.73 0.88
H 2.56 -3.07 1.19
O 2.08 -2.45 1.47
H -2.39 -2.71 1.55
H -3.29 -3.50 0.23
O -3.11 -3.25 1.21
H 4.93 -0.30 1.52
H 4.09 0.85 1.16
O 4.45 0.37 1.98
H -1.82 1.45 -2.49
H -2.37 0.00 -2.06
O -1.76 0.52 -2.62
H -3.72 -2.94 -2.67
H -4.28 -2.17 -1.50
O -3.48 -2.78 -1.74
H -2.84 2.99 -0.34
H -3.60 3.84 -1.28
O -3.12 2.94 -1.23
H 1.10 -0.98 -2.81
H -0.06 -0.22 -2.30
O 0.89 -0.13 -2.34
H -0.70 -2.91 -2.85
H 0.46 -2.88 -1.83
O 0.23 -2.60 -2.77
H 0.66 -2.23 2.63
H -0.02 -1.96 3.94
O -0.21 -2.11 2.92
H 0.94 1.31 -3.35
H 0.56 1.67 -4.78
O 1.26 1.63 -4.24
H 1.71 0.93 4.43
H 3.00 0.81 3.58
O 2.41 1.42 3.93
*
```

Summary:
Largest force on an atom, eV Å⁻¹: 11.0
HOMO, eV: -10.3
E_tot, Ha: -1342.9552
ΔE to the lowest compared entry with this formula, charge and spin, eV: 3.778
Orbital gap, eV: 10.15

These are the Mulliken partial charges, in e, on atoms 1 to 8: C -0.7883; O -0.5334; C 0.3921; C 0.8437; C -1.8597; C -0.3490; H 0.3211; H 0.2443

=====

(7)
Computed, not measured: a 21-piece molecular cluster, C5H46N6O21 overall, with wB97M-V/def2-TZVPD.

```
! RIJCOSX wB97M-V def2-TZVPD def2/J DEFGRID3
* xyz 0 1
O -1.62 -1.10 -1.37
N 3.65 -0.84 -1.72
N 2.37 0.30 -0.20
N -0.86 1.15 1.31
C -1.00 -0.40 -0.63
C 2.49 -0.52 -1.33
C 1.10 0.38 0.08
C -1.66 0.46 0.41
N 0.49 1.15 1.08
N 1.36 -0.84 -1.78
N 0.40 -0.34 -0.85
C -3.11 0.48 0.73
H 4.35 -0.32 -1.14
H 1.14 1.84 1.45
H 1.34 -1.80 -2.15
H -3.63 0.21 -0.16
H -3.36 -0.12 1.53
H -3.32 1.53 1.05
O -4.80 3.81 -0.24
H -5.73 3.52 0.05
H -4.25 3.94 0.60
O -2.69 -0.32 4.52
H -2.44 0.30 3.76
H -3.42 -0.94 4.21
O 2.41 2.81 2.45
H 2.16 2.04 3.05
H 3.10 3.38 2.92
O 2.17 -3.72 -3.19
H 2.22 -4.64 -3.60
H 2.58 -3.76 -2.27
O -0.68 -2.05 1.97
H 0.25 -2.39 1.75
H -0.59 -1.33 2.67
O -6.20 0.31 -1.44
H -5.30 0.72 -1.65
H -6.88 0.73 -2.06
O -5.32 -2.27 -0.72
H -5.81 -2.31 0.17
H -5.61 -1.42 -1.19
O 0.29 -2.64 -4.75
H 1.17 -2.84 -4.29
H -0.46 -2.78 -4.08
O -2.15 -3.39 -3.13
H -2.80 -3.80 -2.48
H -1.88 -2.48 -2.78
O -0.14 4.26 2.13
H 0.03 4.20 1.13
H 0.68 3.90 2.61
O -2.22 2.84 3.65
H -1.54 3.35 3.10
H -1.87 2.77 4.60
O -4.55 -2.35 3.01
H -4.53 -3.36 2.87
H -5.49 -2.03 2.81
O -3.97 1.69 -2.33
H -2.98 1.53 -2.48
H -4.08 2.50 -1.73
O 6.47 0.56 -2.71
H 6.93 1.06 -1.96
H 6.62 -0.43 -2.56
O 2.84 -0.13 -4.46
H 3.31 -0.51 -3.64
H 1.89 0.08 -4.20
O 5.49 -3.18 -0.66
H 4.58 -3.59 -0.46
H 6.17 -3.63 -0.06
O 1.08 1.24 4.12
H 0.43 0.50 4.36
H 0.78 2.08 4.58
O 4.17 -0.70 1.60
H 5.11 -0.36 1.44
H 3.55 -0.25 0.94
O 6.90 -0.79 0.20
H 7.04 -1.02 1.18
H 6.34 -1.53 -0.21
O 0.58 3.93 -0.76
H 1.19 3.56 -1.49
H -0.32 4.13 -1.18
*
```

Summary:
Largest force on an atom, eV Å⁻¹: 8.7
HOMO, eV: -9.0
E_tot, Ha: -2126.5355
Orbital gap, eV: 8.17

These are the Mulliken partial charges, in e, on atoms 1 to 8: O -0.7706; N -0.6421; N -0.7744; N -0.4743; C 0.7692; C 0.4184; C -0.3758; C 0.3613

=====

(8)
Computed, not measured: C5H4As2CuF20O as an isolated structure, with wB97M-V/def2-TZVPD.

```
! RIJCOSX wB97M-V def2-TZVPD def2/J DEFGRID3
* xyz -1 1
Cu 12.46 7.99 29.29
As 9.11 10.07 28.35
F 8.31 10.96 29.68
F 10.15 11.46 27.94
F 9.81 9.11 26.95
F 8.17 8.59 28.78
F 7.84 10.59 27.24
F 10.37 9.36 29.34
As 10.12 5.40 27.87
F 9.19 4.50 26.65
F 10.07 4.07 29.05
F 11.04 6.48 29.03
F 10.16 6.71 26.62
F 8.53 6.01 28.59
F 11.71 4.70 27.19
C 14.66 14.52 27.86
C 13.81 15.60 27.20
C 12.81 16.35 28.18
F 13.43 16.81 29.31
F 12.03 17.24 27.65
F 14.59 16.37 26.51
F 13.05 14.97 26.28
O 13.81 13.86 28.81
C 13.99 12.44 28.67
C 13.25 11.79 29.76
F 13.32 10.51 29.76
F 13.56 12.14 31.07
F 13.53 12.11 27.56
F 15.25 12.15 28.66
H 15.36 15.01 28.54
H 15.15 13.89 27.12
H 12.17 15.53 28.52
H 12.17 11.95 29.76
*
```

Summary:
Largest force on an atom, eV Å⁻¹: 5.8
HOMO, eV: -9.0
E_tot, Ha: -8377.7545
Orbital gap, eV: 9.18

These are the Mulliken partial charges, in e, on atoms 1 to 8: Cu 0.7655; As 2.0217; F -0.4919; F -0.4973; F -0.5139; F -0.5139; F -0.4926; F -0.4455

=====

(9)
Computed, not measured: the molecule C5H4Br2Cl2O2, with wB97M-V/def2-TZVPD.

```
! RIJCOSX wB97M-V def2-TZVPD def2/J DEFGRID3
* xyz 0 1
C -0.06 1.77 -0.19
C -1.88 -1.19 -0.34
C 1.67 0.22 0.28
C 0.20 0.28 0.40
C -0.38 -1.22 -0.21
O 0.08 2.20 -1.26
O -2.57 -2.12 -0.09
Cl -2.44 0.32 -0.96
Cl 0.16 -1.41 -1.97
Br -1.18 2.78 1.15
Br 0.28 -2.64 0.96
H 2.13 0.61 1.27
H 1.99 0.96 -0.55
H 2.11 -0.76 0.11
H -0.12 0.19 1.41
*
```

Summary:
Largest force on an atom, eV Å⁻¹: 3.7
HOMO, eV: -10.8
E_tot, Ha: -6411.7720
ΔE to the lowest compared entry with this formula, charge and spin, eV: 0.000
Orbital gap, eV: 10.26
SMILES: C[C@@H](C(=O)Br)[C@@](Cl)(Br)C(=O)Cl

These are the Mulliken partial charges, in e, on atoms 1 to 8: C 0.1566; C 0.4431; C -1.1999; C 0.0568; C 0.0105; O -0.3494; O -0.4007; Cl -0.0701

=====

(10)
Computed, not measured: the molecule C5H4Br2P2, with wB97M-V/def2-TZVPD.

```
! RIJCOSX wB97M-V def2-TZVPD def2/J DEFGRID3
* xyz 0 1
C -1.16 0.68 -0.68
C 0.31 0.76 -0.52
C -1.97 -0.21 0.03
C -1.53 -1.19 0.95
C 0.96 -0.11 0.34
P 0.10 -1.44 1.47
P 2.72 -0.11 0.72
Br 3.36 1.95 0.10
Br 3.54 -1.29 -1.04
H -1.69 1.42 -1.28
H 0.88 1.65 -1.11
H -3.11 -0.34 -0.27
H -2.39 -1.79 1.29
*
```

Summary:
Largest force on an atom, eV Å⁻¹: 3.3
HOMO, eV: -9.2
E_tot, Ha: -6023.6536
ΔE to the lowest compared entry with this formula, charge and spin, eV: 0.795
Orbital gap, eV: 8.45
SMILES: BrP(Br)c1ccccp1

These are the Mulliken partial charges, in e, on atoms 1 to 8: C -0.3160; C -0.0365; C -0.2706; C -0.1965; C 0.1483; P 0.0052; P 0.1016; Br -0.2193